No. 1
ORCA calculation (wB97M-V/def2-TZVPD) on an isolated ion of composition C5H9N2 and charge +1 in a non-equilibrium geometry.

Properties
Energy relative to the best compared isomer or geometry (same formula, charge and spin) = 6.7252 eV
LUMO (spin up / spin down) = -4.9101 / -4.9132 eV
Charge = +1
Spin multiplicity = 1
DFT total energy = -8299.00704 eV

Last columns: bonded neighbours and bond lengths (Å).
Element x y z (Å)
1 C 1.715 1.964 1.359  N6 1.287, H8 1.117, H9 1.082
2 C 0.959 -0.637 -0.625  C4 1.574, C5 1.680, H10 1.056, H11 1.072
3 C -1.295 -0.043 0.227  C5 1.454, N7 1.449, H12 1.089, H13 1.040
4 C -0.178 -1.242 -1.528  C2 1.574, N7 1.501, H14 1.035
5 C 0.093 0.337 0.434  C2 1.680, C3 1.454, N6 1.225
6 N 0.775 1.133 1.070  C1 1.287, C5 1.225
7 N -1.298 -1.278 -0.530  C3 1.449, C4 1.501, H15 1.093, H16 1.066
8 H 1.564 2.789 0.621  C1 1.117
9 H 2.110 2.138 2.351  C1 1.082
10 H 1.364 -1.382 0.004  C2 1.056
11 H 1.768 -0.039 -0.996  C2 1.072
12 H -1.956 -0.161 1.084  C3 1.089
13 H -1.677 0.666 -0.432  C3 1.040
14 H -0.440 -0.586 -2.284  C4 1.035
15 H -1.239 -2.135 0.144  N7 1.093
16 H -2.268 -1.525 -0.899  N7 1.066

No. 2
ORCA calculation (wB97M-V/def2-TZVPD) on a 2-piece molecular cluster, C4H7N3O4S overall in a non-equilibrium geometry.

Properties
<S²> = 2.05
Energy relative to the best compared isomer or geometry (same formula, charge and spin) = 1.3905 eV
LUMO (spin up / spin down) = 0.1901 / -4.2272 eV
Spin multiplicity = 3
DFT total energy = -27750.73077 eV

Last columns: bonded neighbours and bond lengths (Å).
Element x y z (Å)
1 C -0.554 -0.971 -1.964  C2 1.414, C4 1.460, H13 1.137
2 C -0.666 0.352 -2.450  C1 1.414, N5 1.355, H14 1.090
3 C -1.186 1.177 -0.356  N5 1.325, N6 1.351, H15 1.115
4 C -0.617 -1.106 -0.512  C1 1.460, N6 1.352, H16 1.116
5 N -0.962 1.400 -1.643  C2 1.355, C3 1.325
6 N -1.159 -0.069 0.166  C3 1.351, C4 1.352, N7 1.358
7 N -1.445 -0.300 1.474  N6 1.358, H17 0.991, H19 1.061
8 O 1.170 1.363 0.982  S12 1.481
9 O 3.228 0.240 1.735  S12 1.667, H18 0.978
10 O 1.630 -0.820 -0.005  S12 1.475
11 O 0.920 -0.718 2.230  S12 1.431
12 S 1.660 -0.012 1.229  O8 1.481, O9 1.667, O10 1.475, O11 1.431
13 H -0.437 -1.913 -2.590  C1 1.137
14 H -0.257 0.577 -3.435  C2 1.090
15 H -1.726 2.027 0.123  C3 1.115
16 H -0.661 -2.101 -0.009  C4 1.116
17 H -1.781 0.527 1.904  N7 0.991
18 H 3.424 0.983 1.131  O9 0.978
19 H -0.582 -0.637 1.991  N7 1.061

No. 3
ORCA calculation (wB97M-V/def2-TZVPD) on a 2-piece molecular cluster, C4H12 overall in a non-equilibrium geometry.

Properties
Energy relative to the best compared isomer or geometry (same formula, charge and spin) = 0.4371 eV
LUMO = 1.1645 eV
Spin multiplicity = 1
DFT total energy = -4342.09113 eV

Last columns: bonded neighbours and bond lengths (Å).
Element x y z (Å)
1 C -1.876 -1.615 0.350  C2 1.545, H3 1.082, H4 1.095, H5 1.084
2 C -1.757 -0.603 -0.811  C1 1.545, H6 1.092, H7 1.084, H8 1.088
3 H -2.374 -2.527 0.048  C1 1.082
4 H -0.856 -1.954 0.560  C1 1.095
5 H -2.261 -1.180 1.265  C1 1.084
6 H -2.144 0.373 -0.513  C2 1.092
7 H -0.722 -0.467 -1.100  C2 1.084
8 H -2.368 -0.917 -1.655  C2 1.088
9 C 1.549 1.569 0.732  C10 1.515, H11 1.088, H12 1.097, H13 1.101
10 C 2.052 0.697 -0.401  C9 1.515, H14 1.089, H15 1.081, H16 1.095
11 H 0.848 2.355 0.462  C9 1.088
12 H 1.115 0.928 1.509  C9 1.097
13 H 2.279 2.064 1.391  C9 1.101
14 H 1.299 -0.081 -0.514  C10 1.089
15 H 2.310 1.223 -1.310  C10 1.081
16 H 2.907 0.135 -0.012  C10 1.095

Q: Which of these has the highest DFT total energy?
A: C4H12

Q: What is the energy relative to the best compared isomer or geometry (same formula, charge and spin) in the first record?
A: 6.7252 eV

Q: Which of these has the highest energy relative to the best compared isomer or geometry (same formula, charge and spin)?
A: C5H9N2